C27H26Cl2IN6ReS | ωB97M-V/def2-TZVPD

Structure (XYZ):
```
64
Properties=species:S:1:pos:R:3:lowdin_charge:R:1
Re -0.26920 0.39839 0.66575 1.52
C 3.92394 -0.32960 1.51302 -0.02
C 4.52983 0.75776 0.89349 0.00
C 3.75671 1.74855 0.30173 0.03
C 2.37484 1.62126 0.29750 -0.18
C 1.75630 0.48020 0.84586 -0.30
C 2.54187 -0.46211 1.50462 -0.12
C 1.44599 2.64317 -0.16199 -0.19
C 1.81908 3.86194 -0.73906 0.05
C 0.85022 4.73676 -1.13776 0.08
C -0.51593 4.41606 -0.97325 -0.13
C -1.54158 5.29372 -1.39220 0.03
C -2.85729 4.95361 -1.23642 -0.01
C -3.18979 3.72262 -0.64706 -0.01
C -2.21298 2.85487 -0.21751 -0.08
C -0.85559 3.18444 -0.37422 -0.23
N 0.15205 2.31975 0.04163 -0.05
H 4.53021 -1.06456 2.02397 0.13
H 5.60629 0.85585 0.90732 0.13
H 4.24197 2.61336 -0.12897 0.13
H 2.09278 -1.27761 2.05377 0.08
H 2.86442 4.09431 -0.86955 0.13
H 1.11898 5.68202 -1.59230 0.15
H -1.26363 6.23828 -1.84021 0.14
H -3.63959 5.62523 -1.55821 0.13
H -4.23099 3.45920 -0.51917 0.13
H -2.51431 1.93694 0.27000 0.06
Cl -1.14123 3.23579 3.03932 0.69
C -0.23806 2.12017 3.99572 -0.79
Cl -0.11084 0.44474 3.18244 0.65
H -0.75081 1.88092 4.92265 0.06
H 0.79264 2.43050 4.13072 0.06
I -5.51672 0.73698 3.39418 1.05
C -4.24320 -0.46600 2.30428 -0.71
C -4.56364 -1.78248 1.97117 -0.05
C -3.65193 -2.52899 1.24541 0.00
C -2.45353 -1.96150 0.85966 -0.10
N -2.13246 -0.69163 1.16914 -0.14
C -3.01951 0.02809 1.89375 -0.27
H -5.50574 -2.21452 2.28115 0.13
H -3.86186 -3.55497 0.97895 0.14
H -1.71412 -2.52225 0.30907 0.08
H -2.73098 1.03722 2.16107 0.04
N 0.43646 0.37240 -2.23080 0.06
N -0.73682 0.22046 -1.40267 -0.14
H 0.14734 0.38263 -3.20706 0.12
H 1.02082 -0.44601 -2.07861 0.08
H -1.24930 -0.64423 -1.59677 0.08
H -1.36537 0.99479 -1.63885 0.11
N 2.56993 -6.76120 -1.97401 0.12
C 2.23965 -5.65189 -2.63520 -0.84
S 2.59048 -5.33487 -4.20544 0.77
C 1.55924 -4.58709 -1.83829 -0.22
C 0.51265 -3.85743 -2.39924 -0.01
C -0.04501 -2.83093 -1.67064 -0.16
N 0.37480 -2.43960 -0.45343 0.00
C 1.35378 -3.17313 0.08241 -0.12
C 1.96084 -4.24512 -0.55478 0.03
H 3.05920 -7.50042 -2.45731 0.12
H 2.22114 -6.96005 -1.05013 0.12
H 0.14162 -4.09747 -3.38551 0.12
H -0.90314 -2.31991 -2.09882 0.10
H 1.67430 -2.91205 1.07813 0.09
H 2.76481 -4.76538 -0.05242 0.13
```

Spin multiplicity: 4
Gap between HOMO and LUMO (alpha / beta) (eV): 4.90 / 3.54
LUMO energy (alpha / beta) (eV): -9.71 / -11.06
<S²>: 3.790
HOMO level (alpha / beta) (Eh): -0.5365 / -0.5365
Energy relative to the best compared isomer or geometry (same formula, charge and spin) (kJ/mol): 182.1
Charge: +3

---

C27H26N2O7 | ωB97M-V/def2-TZVPD

Structure (XYZ):
```
62
Properties=species:S:1:pos:R:3:lowdin_charge:R:1
C -1.65788 1.30170 -6.69757 -0.05
H -2.44929 0.75360 -7.20216 0.09
H -1.89874 2.36559 -6.64745 0.10
H -0.70979 1.18228 -7.22627 0.10
O -1.56628 0.75494 -5.39095 -0.04
C -0.63804 1.30389 -4.59353 -0.46
O 0.08940 2.19913 -4.94760 0.12
C -0.60358 0.68274 -3.24690 -0.12
C -1.43867 -0.37351 -2.89830 0.00
C -1.35158 -0.93338 -1.63768 -0.02
C -0.43912 -0.44670 -0.71182 -0.18
C 0.38426 0.61999 -1.05667 -0.01
C 0.30225 1.18242 -2.31357 0.01
H 0.93485 2.00983 -2.59745 0.12
H 1.08832 1.00745 -0.33407 0.13
C -0.28633 -1.10989 0.63895 -0.16
N 0.99958 -1.77213 0.75054 0.01
C 1.76793 -1.22559 1.70774 -0.39
O 2.90950 -1.49596 2.03380 0.09
C 0.94071 -0.17525 2.37296 -0.17
C -0.27131 -0.11637 1.78146 -0.02
C -1.42107 0.78007 1.94058 -0.27
O -2.23976 0.90738 1.04664 0.14
C -1.54848 1.49356 3.21663 -0.15
C -1.10437 1.18422 4.47422 0.08
C -1.63305 2.17901 5.33892 -0.14
C -1.55683 2.44066 6.70846 -0.02
C -2.22160 3.54201 7.19496 -0.09
C -2.95699 4.38272 6.35214 -0.08
C -3.04976 4.14826 4.99645 0.01
C -2.38250 3.03600 4.50184 -0.20
O -2.33347 2.60676 3.22924 0.13
H -3.61511 4.79073 4.34117 0.12
H -3.46411 5.23567 6.77707 0.10
H -2.17943 3.76947 8.24962 0.10
H -0.98848 1.79331 7.35820 0.11
H -0.49410 0.35212 4.75437 0.12
O 1.49857 0.50814 3.36839 0.11
H 2.41351 0.17338 3.45563 0.13
C 1.44023 -2.78105 -0.17928 -0.09
H 0.56342 -3.17473 -0.69386 0.12
H 1.91276 -3.59177 0.38082 0.14
C 2.44474 -2.22565 -1.20529 -0.16
N 2.50616 -3.09254 -2.36620 -0.17
C 1.48429 -2.77152 -3.34933 -0.16
C 1.52429 -3.81280 -4.46768 -0.19
H 0.80539 -3.56531 -5.25045 0.13
O 2.78685 -3.85368 -5.08661 -0.13
C 3.79036 -4.13397 -4.13961 -0.20
C 3.80633 -3.09593 -3.01679 -0.17
H 4.56925 -3.36601 -2.28458 0.12
H 4.05018 -2.10708 -3.44233 0.13
H 4.73583 -4.12878 -4.68417 0.12
H 3.62224 -5.12975 -3.70262 0.13
H 1.28398 -4.80054 -4.04537 0.13
H 0.50151 -2.78476 -2.87546 0.11
H 1.64604 -1.76669 -3.78032 0.13
H 3.42886 -2.17963 -0.73598 0.12
H 2.15282 -1.19961 -1.48134 0.12
H -1.09598 -1.83900 0.77286 0.17
H -2.00478 -1.75057 -1.36807 0.12
H -2.14705 -0.75274 -3.61747 0.12
```

SMILES: COC(=O)c1ccc([C@@H]2C(C(=O)c3cc4ccccc4o3)=C(O)C(=O)N2CCN2CCOCC2)cc1
Gap between HOMO and LUMO (eV): 8.15
LUMO energy (eV): -0.57
HOMO level (Eh): -0.3204
Energy relative to the best compared isomer or geometry (same formula, charge and spin) (kJ/mol): 175.3